46
Properties=species:S:1:pos:R:3:forces:R:3:mulliken_spin:R:1 method="wB97M-V/def2-TZVPD" homo_energy_ev="0.44 / -8.22" lumo_energy_ev="2.39 / 2.36" energy_ha=-5127.6648 charge=-1 homo_lumo_gap_ev="1.944 / 10.577" spin_multiplicity=2
C -9.462951 16.151084 17.465228 -0.20 0.41 0.38 0.47
C -8.122918 16.637149 17.264698 3.30 0.30 -0.64 -0.06
N -7.010822 16.927842 17.054565 -2.30 -0.36 0.44 0.00
H -9.665983 16.136559 18.536051 -0.15 -0.09 0.03 -0.02
H -9.553975 15.141318 17.064984 -0.23 0.13 -0.13 -0.04
H -10.111895 16.893241 17.000282 -0.41 -0.42 -0.08 -0.14
Cl -5.747449 14.316812 19.311113 0.12 0.21 -0.04 0.05
C -7.273343 13.911931 20.113260 -0.07 -0.11 0.33 0.02
C -7.355481 14.434522 21.533326 0.14 0.54 0.14 0.16
Cl -7.405592 16.237477 21.606174 -0.38 0.25 -0.31 -0.06
H -7.345513 12.824778 20.081636 -0.07 0.03 0.25 -0.07
H -8.075104 14.307005 19.489417 -0.01 0.06 0.18 0.19
H -6.487412 14.297029 22.178033 -0.06 -0.93 -0.40 -0.09
H -8.262575 14.067149 22.013235 0.07 0.00 0.00 0.02
Cl -5.383675 18.133041 25.128921 0.31 0.20 -0.37 -0.01
C -7.064979 17.625802 25.185577 -1.12 -1.49 -0.22 0.05
C -7.198324 16.054282 25.220756 0.66 0.66 0.24 0.04
Cl -6.323137 15.478110 26.674421 -0.30 -0.27 0.38 0.02
H -7.653088 18.001013 24.348057 0.47 0.01 -0.32 0.01
H -7.488711 18.117470 26.061249 -0.01 -0.53 0.18 -0.02
H -6.711057 15.481013 24.432067 0.17 0.86 -0.35 0.03
H -8.212867 15.656068 25.205021 -0.17 0.53 0.45 -0.08
Cl -9.566536 12.322017 15.452709 -0.04 -0.16 0.45 0.00
C -7.961631 11.681417 15.023106 1.17 0.63 0.22 0.11
C -6.808558 11.995692 16.086457 -1.04 -0.27 -1.35 0.15
Cl -7.109222 11.198391 17.633353 -0.18 -0.20 0.23 0.01
H -7.794790 12.169039 14.062647 0.65 0.21 0.20 0.01
H -8.042061 10.627600 14.756458 -0.03 -0.06 0.66 -0.01
H -6.671577 13.058462 16.286087 -0.34 -0.04 -0.15 -0.03
H -5.853625 11.615556 15.723573 -0.15 -0.06 -0.18 0.01
Cl -2.281966 11.823266 17.726464 0.48 -0.53 -0.19 0.00
C -2.575076 13.366910 18.543027 0.82 0.37 -0.20 0.05
C -2.489310 14.492639 17.528380 -2.10 0.05 -0.53 0.00
Cl -4.015894 14.475534 16.524419 0.41 0.02 -0.28 0.00
H -1.764274 13.616563 19.227412 0.00 -0.66 0.36 -0.01
H -3.506874 13.146964 19.064049 0.07 0.99 -0.10 -0.01
H -1.678790 14.391381 16.806645 0.08 -0.07 0.44 0.00
H -2.551217 15.491766 17.959681 0.44 -0.23 0.29 0.00
Cl -11.102297 14.055990 21.458700 0.35 -0.40 0.49 -0.37
C -12.696179 14.687434 21.057568 0.08 0.85 -1.57 0.61
C -13.732574 13.603506 20.920087 0.82 -1.11 0.87 0.18
Cl -15.300253 14.256882 20.501127 -0.76 0.42 -0.12 -0.01
H -12.556191 15.072931 20.047670 -0.06 0.22 -0.07 0.14
H -12.912351 15.572795 21.655490 -0.32 -0.55 0.41 -0.10
H -13.807007 12.991951 21.819283 -0.25 0.29 0.15 -0.06
H -13.451301 12.889182 20.146321 0.13 0.28 -0.17 -0.14

***

13
Properties=species:S:1:pos:R:3:forces:R:3:lowdin_charge:R:1 method="wB97M-V/def2-TZVPD" homo_energy_ev=-14.07 lumo_energy_ev=-3.93 energy_ha=-626.6598 charge=+1 homo_lumo_gap_ev=10.148
C -0.866871 -0.628176 1.127626 2.43 -3.25 1.94 -0.15
C 1.940570 0.583017 -1.018632 1.93 -0.94 0.28 -0.26
N -2.105034 -0.941201 1.392081 -3.43 1.18 -0.95 0.10
O -0.120702 -1.026037 -0.414939 0.36 -0.78 -2.20 -0.47
O 1.313864 0.363084 -2.314969 -0.75 0.64 -0.40 -0.21
P 1.211149 -1.149572 -1.191979 -1.35 1.44 1.74 1.04
H -0.158065 -1.411332 1.499035 -0.82 1.04 0.11 0.14
H -0.490610 0.342268 1.222600 -0.11 1.47 0.00 0.11
H 1.530586 1.486789 -0.480524 0.51 -1.31 -0.67 0.12
H 3.073051 0.416838 -1.043796 -1.56 1.06 -0.12 0.10
H -2.864169 -0.152385 1.323238 1.83 -2.44 -0.01 0.18
H -2.430539 -1.948231 1.398738 0.58 1.94 0.12 0.16
H 1.744341 0.550747 -3.163360 0.36 -0.06 0.17 0.15

***

16
Properties=species:S:1:pos:R:3:forces:R:3:lowdin_charge:R:1 method="wB97M-V/def2-TZVPD" smiles="NC(=O)O.CCS" homo_energy_ev=-9.24 lumo_energy_ev=0.75 energy_ha=-723.1561 homo_lumo_gap_ev=9.992
N 0.582499 3.025724 0.387182 -0.12 -0.22 -0.27 0.17
C 0.825504 1.887303 -0.319734 0.11 0.20 -0.12 -0.67
O 1.789650 1.177867 -0.176223 -0.01 -0.26 0.19 0.07
O -0.135578 1.667171 -1.252161 -0.16 -0.06 0.40 0.07
H 1.103859 3.126414 1.240208 -0.03 0.17 -0.07 0.11
H -0.337639 3.421368 0.300865 0.07 0.08 0.20 0.11
H -0.135086 0.711362 -1.416860 0.14 0.13 -0.40 0.04
C -0.327386 -2.628287 1.742907 0.08 -0.22 -0.12 -0.18
C -0.164273 -1.399428 0.871978 -0.13 -0.09 -0.16 -0.60
S -1.121443 -1.467734 -0.685803 -0.12 0.05 0.00 0.71
H 0.157599 -3.487589 1.280578 0.02 -0.04 -0.01 0.07
H -1.371047 -2.892761 1.903184 -0.11 0.13 0.02 0.07
H 0.132650 -2.469640 2.715741 0.07 0.03 0.07 0.07
H -0.492344 -0.506551 1.397752 -0.01 0.07 0.02 0.06
H 0.868833 -1.260242 0.567416 0.09 0.05 0.17 0.05
H -1.652004 -2.692171 -0.586134 0.12 -0.01 0.08 -0.15

***

What did the third record say?
16
Properties=species:S:1:pos:R:3:forces:R:3:lowdin_charge:R:1 method="wB97M-V/def2-TZVPD" smiles="NC(=O)O.CCS" homo_energy_ev=-9.24 lumo_energy_ev=0.75 energy_ha=-723.1561 homo_lumo_gap_ev=9.992
N 0.582499 3.025724 0.387182 -0.12 -0.22 -0.27 0.17
C 0.825504 1.887303 -0.319734 0.11 0.20 -0.12 -0.67
O 1.789650 1.177867 -0.176223 -0.01 -0.26 0.19 0.07
O -0.135578 1.667171 -1.252161 -0.16 -0.06 0.40 0.07
H 1.103859 3.126414 1.240208 -0.03 0.17 -0.07 0.11
H -0.337639 3.421368 0.300865 0.07 0.08 0.20 0.11
H -0.135086 0.711362 -1.416860 0.14 0.13 -0.40 0.04
C -0.327386 -2.628287 1.742907 0.08 -0.22 -0.12 -0.18
C -0.164273 -1.399428 0.871978 -0.13 -0.09 -0.16 -0.60
S -1.121443 -1.467734 -0.685803 -0.12 0.05 0.00 0.71
H 0.157599 -3.487589 1.280578 0.02 -0.04 -0.01 0.07
H -1.371047 -2.892761 1.903184 -0.11 0.13 0.02 0.07
H 0.132650 -2.469640 2.715741 0.07 0.03 0.07 0.07
H -0.492344 -0.506551 1.397752 -0.01 0.07 0.02 0.06
H 0.868833 -1.260242 0.567416 0.09 0.05 0.17 0.05
H -1.652004 -2.692171 -0.586134 0.12 -0.01 0.08 -0.15